Record 1
{
  "formula": "C2H4N4O",
  "method": "wB97M-V/def2-TZVPD",
  "species": ["N", "N", "C", "C", "N", "O", "N", "H", "H", "H", "H"],
  "positions_angstrom": [[-1.784675, 0.320387, 0.107741], [-0.867723, -0.677558, -0.261534], [0.465032, -0.362663, -0.095513], [1.067850, 0.933784, -0.126164], [2.351462, 0.795666, -0.020427], [2.575485, -0.538800, 0.040801], [1.413974, -1.251686, 0.028314], [-2.143791, 0.212195, 1.061933], [-2.565247, 0.307945, -0.528044], [-1.108466, -1.637581, -0.021030], [0.596103, 1.898310, -0.186075]],
  "forces_ev_per_angstrom": [[-0.0934, 0.1423, 0.4847], [-0.0768, -0.4425, 0.1740], [0.3170, -0.0174, -0.0691], [-0.0807, -0.0012, 0.1663], [-0.3109, -0.2599, -0.1937], [0.4035, 0.0845, 0.2412], [-0.5936, 0.2609, -0.1706], [0.3087, -0.0948, -0.3761], [-0.0500, -0.0021, -0.1727], [0.1550, 0.3260, -0.0529], [0.0212, 0.0043, -0.0312]],
  "e_above_lowest_kcal_mol": 85.0,
  "homo_energy_ev": -9.4,
  "max_force_ev_per_a": 0.67,
  "lumo_ha": 0.0277,
  "energy_ev": -10143.447
}

Record 2
{
  "formula": "CH5N2",
  "method": "wB97M-V/def2-TZVPD",
  "species": ["C", "N", "N", "H", "H", "H", "H", "H"],
  "positions_angstrom": [[2.093967, 0.658356, -0.035521], [1.183096, 0.007138, -0.185134], [-1.241124, -0.422323, 0.067838], [2.912896, 1.335361, 0.048021], [-0.625890, 0.271907, -0.365229], [-2.000598, -0.461186, -0.551851], [-0.814546, -1.286131, 0.009032], [-1.507801, -0.103120, 1.012847]],
  "forces_ev_per_angstrom": [[1.2892, 1.1526, 0.0183], [-0.2497, -0.8454, -0.2389], [-1.2955, 2.8481, 0.4117], [0.2887, -0.0074, 0.1194], [0.4568, -0.2462, 0.4069], [-2.1704, -0.1015, -0.6948], [1.5899, -2.2876, 0.4353], [0.0910, -0.5126, -0.4578]],
  "charge": 1,
  "e_above_lowest_kcal_mol": 31.7,
  "homo_energy_ev": -17.8,
  "max_force_ev_per_a": 3.16,
  "lumo_ha": -0.1390,
  "energy_ev": -4090.614
}